122
Properties=species:S:1:pos:R:3:forces:R:3 method="wB97M-V/def2-TZVPD" e_tot_ev=-79064.7737 spin_multiplicity=1 homo_lumo_gap_ev=7.03 e_lumo_ha=0.082 charge=-1 homo_ev=-4.79 fmax_ev_per_a=1.210
C -6.67442 3.82670 0.75778 0.1 0.1 -0.1
C -6.80482 2.76111 -0.32962 -0.2 0.3 0.3
C -6.01157 1.46931 -0.04091 -0.3 0.2 -0.2
O -4.98432 1.19810 -0.94185 0.3 0.0 0.3
C -3.93748 2.18734 -0.91597 0.3 -0.4 -0.7
B -2.37920 1.63575 -1.17182 -0.7 0.2 0.2
C -1.70278 2.63745 -2.30029 0.7 -0.3 0.3
C -2.21590 2.44841 -3.71712 -0.4 0.2 -0.2
O -3.35918 1.61547 -3.78166 -0.2 0.3 0.5
C -2.57217 3.77908 -4.39783 -0.3 0.4 -0.4
F -3.32111 3.58146 -5.53783 0.6 0.3 0.9
F -3.28124 4.64111 -3.60375 0.6 -0.7 -0.8
F -1.44058 4.44122 -4.80341 -0.7 -0.3 0.4
O -1.60689 1.77501 0.13928 -0.2 0.8 0.1
C -1.41379 0.53862 0.68426 0.6 -0.6 -0.3
S -3.01933 0.06095 1.53569 -0.3 0.3 0.1
C -0.21645 0.60968 1.66332 -0.2 -0.7 -0.2
C -0.49884 0.66904 3.15011 0.8 0.5 0.2
C 0.78941 0.98828 3.94694 -0.9 0.1 0.2
C 0.71643 0.42697 5.36896 -0.4 0.1 -0.3
N -0.48817 0.82562 6.10137 0.4 0.0 0.4
C -1.20314 -0.33546 -0.63389 -0.3 0.1 0.7
C 0.21489 -0.03980 -1.13614 0.4 -0.1 -0.7
C 0.65088 -0.77836 -2.41269 0.0 0.4 0.2
C -0.29674 -0.65884 -3.60130 0.5 -0.5 -0.2
C -1.44890 -1.83836 -0.51672 -0.2 -0.1 0.7
C -0.81938 -2.55557 0.68561 0.3 -0.2 -0.4
C 0.64096 -2.97104 0.52306 0.0 -0.4 0.6
C 1.07010 -3.77933 1.74951 -0.6 0.4 -0.5
O 2.47293 -3.93990 1.83239 -0.1 -0.3 0.4
C 3.06579 -3.18984 2.87109 0.3 -0.2 -0.3
O -2.22058 0.19322 -1.44034 0.3 0.0 -0.6
H -7.46330 4.57515 0.68851 -0.1 0.0 0.0
H -6.70234 3.39067 1.75504 -0.1 -0.1 0.1
H -5.72805 4.35830 0.67065 0.1 0.0 0.0
H -6.49300 3.20542 -1.27195 0.1 -0.2 -0.2
H -7.86256 2.51974 -0.44083 -0.1 -0.1 0.0
H -6.70999 0.63312 -0.09031 0.1 -0.2 0.0
H -5.63521 1.51269 0.98741 0.2 0.0 0.1
H -4.17894 2.91457 -1.69995 -0.1 0.2 0.0
H -3.93985 2.74170 0.02896 -0.1 -0.1 0.3
H -1.80275 3.67086 -1.96883 -0.1 0.1 0.0
H -0.62921 2.43354 -2.31333 0.1 0.1 0.0
H -1.43659 2.03403 -4.35504 0.1 0.0 -0.1
H -3.26283 0.99356 -4.49493 0.1 -0.3 -0.3
H -2.82626 -1.23254 1.81326 0.2 0.0 0.0
H 0.37383 1.47037 1.35240 0.0 0.2 0.0
H 0.40883 -0.26883 1.49398 0.1 0.0 0.1
H -1.21792 1.45562 3.35696 -0.4 -0.1 0.0
H -0.88635 -0.27752 3.52061 -0.3 -0.1 -0.1
H 0.85359 2.07553 4.03061 0.4 0.1 -0.2
H 1.66432 0.59931 3.42973 0.2 0.0 0.0
H 0.69514 -0.65900 5.27713 0.2 -0.2 0.2
H 1.58396 0.73933 5.94819 0.3 -0.2 0.0
H -1.17289 0.09286 6.13581 -0.3 0.0 -0.2
H -0.90042 1.66568 5.73191 -0.2 0.1 -0.1
H 0.34782 1.02531 -1.31196 -0.2 0.1 0.1
H 0.94746 -0.29709 -0.37602 0.1 0.0 0.1
H 0.88883 -1.81591 -2.18008 -0.2 -0.2 0.0
H 1.60024 -0.33274 -2.71541 0.2 -0.1 0.0
H -0.24872 0.35514 -3.98740 -0.3 0.2 0.0
H -1.31386 -0.95081 -3.37031 -0.2 0.2 0.1
H 0.06770 -1.30856 -4.40169 0.0 0.0 -0.1
H -2.52888 -1.94704 -0.44928 -0.1 0.0 0.0
H -1.14491 -2.36909 -1.41688 0.0 0.1 -0.2
H -1.38878 -3.47272 0.85905 -0.1 -0.1 0.1
H -0.89654 -1.96871 1.59790 -0.1 0.1 0.1
H 0.75456 -3.61202 -0.34956 0.1 0.2 -0.3
H 1.31442 -2.11941 0.46513 0.0 0.1 -0.3
H 0.66076 -3.26476 2.62376 0.3 0.0 0.3
H 0.57337 -4.75098 1.71362 0.2 -0.2 0.0
H 4.01165 -3.66721 3.11755 0.1 0.0 0.0
H 3.27396 -2.17112 2.53953 -0.1 0.2 0.1
H 2.45084 -3.18359 3.76946 -0.1 0.1 0.1
C 6.18058 0.90338 0.66678 0.0 0.0 0.0
O 6.53143 1.25519 -0.65939 -0.1 0.0 0.0
C 6.20587 0.25815 -1.61341 0.2 0.1 0.0
C 4.87237 0.50403 -2.28968 -0.2 -0.1 0.0
O 3.79028 0.45820 -1.38397 0.1 0.0 0.2
C 3.36349 1.73604 -0.93051 -0.1 0.0 -0.1
H 6.14131 1.82077 1.25240 0.0 0.0 0.0
H 5.20599 0.41427 0.71359 0.0 0.0 0.0
H 6.93789 0.23926 1.09953 0.0 0.0 0.0
H 6.21438 -0.73203 -1.14589 0.0 0.0 0.0
H 6.99142 0.27722 -2.37556 0.0 0.0 0.0
H 4.71086 -0.29172 -3.02459 0.0 0.0 0.0
H 4.88510 1.45865 -2.82646 0.0 0.0 0.0
H 2.70896 2.20352 -1.67212 0.0 0.1 0.0
H 4.20616 2.39836 -0.72314 0.0 0.0 0.0
H 2.79509 1.58677 -0.01330 -0.1 0.0 0.0
C 2.28890 -6.64492 -0.22549 0.0 0.1 0.0
O 0.90097 -6.66377 -0.52651 0.0 -0.2 0.1
C 0.55414 -7.52640 -1.59213 -0.1 0.2 0.0
C 0.06296 -8.87653 -1.11177 0.1 -0.2 -0.1
O 1.05537 -9.60480 -0.40757 0.0 0.1 0.0
C 0.96602 -9.46501 0.99925 0.0 -0.1 0.0
H 2.40347 -6.24755 0.78091 0.0 0.1 0.0
H 2.73357 -7.64141 -0.27154 -0.1 0.0 0.0
H 2.81425 -5.98327 -0.92210 0.0 0.0 0.0
H 1.40010 -7.64863 -2.27657 0.0 0.0 0.0
H -0.25783 -7.04344 -2.14449 0.0 0.0 0.0
H -0.21344 -9.47488 -1.98538 0.0 0.0 0.0
H -0.83134 -8.75465 -0.49209 0.0 0.0 0.0
H 0.19047 -10.12784 1.39953 0.0 0.0 0.0
H 0.74691 -8.43722 1.29349 0.0 0.0 0.0
H 1.92709 -9.75540 1.42127 0.0 0.0 0.0
C 2.00500 6.23204 -0.61339 0.1 0.0 0.0
O 1.69252 4.90750 -0.23266 -0.1 0.0 0.1
C 1.40132 4.77313 1.15122 0.1 -0.1 -0.1
C -0.08341 4.79328 1.44168 -0.2 0.0 0.0
O -0.69264 6.02612 1.08736 0.2 0.0 -0.1
C -1.31960 5.98490 -0.18730 -0.1 0.0 0.1
H 1.86765 6.30665 -1.69156 0.0 0.0 0.0
H 1.35476 6.96019 -0.12447 0.0 0.0 0.0
H 3.05010 6.46469 -0.37332 0.0 0.0 0.0
H 1.92131 5.55171 1.72100 0.0 0.0 0.0
H 1.79656 3.80258 1.46970 0.0 0.0 0.0
H -0.22675 4.66227 2.51958 0.0 0.0 0.0
H -0.58350 3.95903 0.93645 0.0 0.0 0.0
H -2.30227 5.50848 -0.11347 0.0 0.0 -0.1
H -0.71936 5.44324 -0.92000 0.0 0.0 0.0
H -1.45001 7.01361 -0.52355 0.0 0.0 0.0